i | Below is a molecular structure, C24H64O8, with properties calculated with ωB97M-V/def2-TZVPD.

For the HOMO energy, the calculation gives -8.29 eV. The charge is 0. Its multiplicity is 1. For the LUMO energy, the calculation gives 0.002 Eh.

Atoms and positions in Å:
C1 -2.3441 0.0984 -3.7169
C2 -2.7514 1.2987 -2.7702
C3 -1.9648 2.5589 -3.0096
O1 -4.1502 1.5921 -2.8918
H1 -1.3084 -0.2270 -3.6193
H2 -2.5484 0.5454 -4.6898
H3 -3.0262 -0.7137 -3.4652
H4 -2.6531 0.8749 -1.7708
H5 -1.9194 2.8774 -4.0510
H6 -0.9740 2.6101 -2.5582
H7 -2.4340 3.3800 -2.4676
H8 -4.3363 1.8192 -3.8058
C4 -4.4782 3.8821 0.6823
C5 -3.7225 3.1445 -0.4274
C6 -2.3300 2.6574 0.0240
O2 -4.4283 1.9264 -0.8300
H9 -4.9359 3.1586 1.3570
H10 -5.2851 4.3619 0.1284
H11 -3.8137 4.4907 1.2958
H12 -3.5343 3.8181 -1.2634
H13 -1.6844 3.4382 0.4260
H14 -1.7561 2.2701 -0.8178
H15 -2.3256 1.7848 0.6771
H16 -4.3753 1.6829 -1.7572
C7 0.8702 4.3092 0.0244
C8 0.1048 3.5969 -1.0778
C9 0.3070 4.0990 -2.4410
O3 0.3515 2.2432 -0.9420
H17 1.9281 4.1302 -0.1675
H18 0.7883 3.8654 1.0165
H19 0.6160 5.3692 0.0196
H20 -0.9770 3.7304 -1.0717
H21 -0.3277 4.9685 -2.6120
H22 0.2340 3.2146 -3.0740
H23 1.3600 4.3807 -2.4434
H24 1.1912 2.0751 -0.5082
C10 3.0364 0.2230 -1.0082
C11 3.1417 1.5238 -0.2180
C12 3.3844 2.7694 -1.0406
O4 2.0268 1.5930 0.7073
H25 2.3607 0.4074 -1.8435
H26 2.7796 -0.6730 -0.4430
H27 4.0329 0.0695 -1.4223
H28 3.9714 1.4546 0.4855
H29 3.4010 3.6318 -0.3743
H30 2.5235 2.9561 -1.6825
H31 4.2661 2.6262 -1.6652
H32 2.1650 2.4158 1.1822
C13 -0.7268 0.5032 -0.6675
C14 -0.0908 -0.3353 0.5079
C15 0.6611 -1.6027 0.0456
O5 0.7007 0.5005 1.3412
H33 -1.5339 -0.1139 -1.0623
H34 0.0357 0.7198 -1.4157
H35 -1.1250 1.4276 -0.2492
H36 -0.9703 -0.7385 1.0098
H37 0.7815 -1.4211 -1.0224
H38 0.1345 -2.5317 0.2641
H39 1.6089 -1.5450 0.5807
H40 1.4358 0.8163 0.8106
C16 -0.6668 -2.1461 2.6710
C17 -0.6666 -3.2053 3.6758
C18 -0.3492 -4.5085 2.9627
O6 0.2710 -2.7725 4.6827
H41 0.2200 -1.5251 2.5437
H42 -1.2982 -1.3255 3.0117
H43 -1.1361 -2.4334 1.7301
H44 -1.6245 -3.3537 4.1743
H45 -0.2612 -5.3783 3.6137
H46 0.6174 -4.4279 2.4654
H47 -1.1577 -4.7136 2.2611
H48 1.0804 -2.5287 4.2277
C19 3.7089 -0.9427 2.6212
C20 2.4179 -1.7355 2.5646
C21 2.4095 -2.9832 1.6924
O7 2.1028 -2.1385 3.9094
H49 4.5332 -1.5824 2.9367
H50 3.5432 -0.1604 3.3618
H51 4.0181 -0.5979 1.6345
H52 1.6010 -1.0655 2.2967
H53 3.2834 -3.1216 1.0558
H54 1.4817 -3.0721 1.1272
H55 2.3221 -3.8499 2.3476
H56 2.8863 -2.2944 4.4417
C22 1.0520 -3.9160 -1.1655
C23 0.0678 -4.9386 -0.6711
C24 -0.9788 -4.3202 0.2323
O8 -0.6389 -5.4309 -1.7427
H57 1.7856 -3.7532 -0.3759
H58 0.6001 -2.9567 -1.4176
H59 1.6351 -4.2088 -2.0387
H60 0.5172 -5.6977 -0.0308
H61 -1.7187 -4.9618 0.7107
H62 -1.5519 -3.6395 -0.3973
H63 -0.6325 -3.6122 0.9852
H64 -0.8412 -4.6908 -2.3197

Atom charges from the Mulliken analysis, given in e for atoms 1 to 4: -1.742, 0.469, -0.325, -0.431

***

ii | Below is 8 unconnected molecules or ions with the total composition C24H64O8, with properties calculated with ωB97M-V/def2-TZVPD.

For the HOMO energy, the calculation gives -9.57 eV. As for the SMILES: CC(C)O.CC(C)O.CC(C)O.CC(C)O.CC(C)O.CC(C)O.CC(C)O.CC(C)O. The charge is 0. Its multiplicity is 1. For the LUMO energy, the calculation gives 0.013 Eh.

Atoms and positions in Å:
C1 4.9962 3.2617 1.9072
C2 4.1802 1.9707 1.6612
C3 4.8152 0.7267 2.2962
O1 3.0142 2.2417 2.0712
H1 6.0622 3.0937 1.4102
H2 5.2282 3.4127 2.9342
H3 4.4712 4.0597 1.4242
H4 4.0522 1.7617 0.6692
H5 4.5112 -0.3543 1.9522
H6 4.8362 0.8037 3.3042
H7 5.9082 0.9417 1.9832
H8 2.4162 1.5357 1.6582
C4 -0.5788 -3.3723 -1.7478
C5 -1.6038 -4.0533 -2.6398
C6 -2.6118 -3.1693 -3.2218
O2 -1.0168 -4.7663 -3.6728
H9 -0.8708 -2.8283 -0.8108
H10 -0.1878 -2.4193 -2.2708
H11 0.4052 -3.8493 -1.5478
H12 -2.0798 -4.8973 -1.9938
H13 -3.1488 -2.6533 -2.5068
H14 -3.3058 -3.7483 -3.8958
H15 -2.1548 -2.6693 -3.8108
H16 -1.6158 -5.3623 -4.2508
C7 1.4822 4.8947 -3.9068
C8 2.2622 3.6467 -4.5768
C9 1.3262 2.5877 -5.1978
O3 3.1912 4.0097 -5.5678
H17 0.6342 4.6717 -3.3758
H18 1.1542 5.5877 -4.7288
H19 2.1502 5.5077 -3.2368
H20 2.6612 3.1677 -3.7208
H21 1.7622 1.7217 -5.5768
H22 0.7832 2.9317 -5.9268
H23 0.6212 2.2087 -4.4958
H24 3.6362 3.1867 -5.9268
C10 -0.5618 0.9637 -1.6198
C11 -0.3058 1.7087 -0.2718
C12 -1.1938 1.2187 0.7022
O4 0.9912 1.1517 0.1872
H25 -1.7328 1.2427 -1.8978
H26 -0.6428 -0.1023 -1.5308
H27 0.1452 1.3107 -2.3578
H28 -0.4348 2.7797 -0.4238
H29 -1.1288 0.0547 0.7402
H30 -2.1878 1.3497 0.3552
H31 -0.8318 1.8867 1.5162
H32 1.6002 1.1027 -0.4778
C13 -5.8708 -2.7703 0.4452
C14 -4.9168 -2.0313 1.3582
C15 -3.8138 -1.2493 0.5552
O5 -5.6828 -1.0173 2.1572
H33 -6.7298 -3.0673 0.9652
H34 -5.5818 -3.5763 -0.0948
H35 -6.2248 -2.2413 -0.4668
H36 -4.4458 -2.4323 2.2412
H37 -3.4638 -0.5983 1.4122
H38 -4.3238 -0.6443 -0.2738
H39 -3.0428 -1.8793 0.1052
H40 -6.3378 -1.4183 2.7492
C16 -1.2588 -4.0663 2.0142
C17 0.1872 -3.3573 2.2622
C18 -0.0548 -2.0833 3.0832
O6 0.9812 -4.2973 2.8202
H41 -1.9768 -3.9483 2.8872
H42 -1.1248 -5.1603 1.9372
H43 -1.7748 -3.7153 1.1722
H44 0.3432 -3.1373 1.2952
H45 0.9522 -1.6573 3.2232
H46 -0.4008 -2.2663 4.1082
H47 -0.8998 -1.5233 2.8072
H48 1.8522 -3.9453 2.7922
C19 2.6162 -1.3593 -1.0878
C20 3.1452 -0.4173 -2.3498
C21 2.4742 -0.6463 -3.7048
O7 3.1072 0.9007 -1.9478
H49 2.6222 -2.4323 -1.4868
H50 1.5872 -1.0373 -0.8418
H51 3.4402 -1.3413 -0.1328
H52 4.4182 -0.5903 -2.5658
H53 3.0202 -0.3323 -4.5728
H54 1.4092 -0.3613 -3.5718
H55 2.1582 -1.7253 -3.9678
H56 3.9762 1.1487 -1.4388
C22 -2.8258 2.3397 3.7812
C23 -1.5638 2.2817 4.7232
C24 -1.0588 3.5857 5.2062
O8 -1.9318 1.5127 5.8912
H57 -2.5978 2.7047 2.6312
H58 -3.6818 2.8577 4.2282
H59 -3.0858 1.3527 3.6532
H60 -0.7598 1.9627 4.2532
H61 -1.8998 4.1357 5.7392
H62 -0.9058 4.1837 4.3902
H63 -0.1028 3.5987 5.6862
H64 -1.0558 1.3047 6.3392

Atom charges from the Mulliken analysis, given in e for atoms 1 to 4: -1.476, 1.591, -1.273, -0.526

***

Most stable to least stable, the ends of the list are ii and i.

***

i | Below is 8 unconnected molecules or ions with the total composition C24H64O8, with properties calculated with ωB97M-V/def2-TZVPD.

For the HOMO energy, the calculation gives -9.51 eV. As for the SMILES: CC(C)O.CC(C)O.CC(C)O.CC(C)O.CC(C)O.CC(C)O.CC(C)O.CC(C)O. The charge is 0. Its multiplicity is 1. For the LUMO energy, the calculation gives 0.013 Eh.

Atoms and positions in Å:
C1 29.7305 10.8573 -31.6515
C2 30.6678 10.6889 -30.4647
C3 30.0797 11.1079 -29.1211
O1 31.0776 9.3190 -30.4379
H1 30.0983 10.3767 -32.5562
H2 29.5456 11.9206 -31.8360
H3 28.7258 10.4414 -31.5100
H4 31.5422 11.3072 -30.7059
H5 30.9314 11.2674 -28.4575
H6 29.2953 10.5011 -28.6808
H7 29.6542 12.1040 -29.2966
H8 31.8722 9.2912 -29.8829
C4 37.3411 10.4311 -28.8430
C5 38.1403 9.1325 -28.8379
C6 38.4015 8.6914 -30.2749
O2 39.3889 9.4037 -28.2071
H9 36.3653 10.1841 -29.2756
H10 37.6720 11.1623 -29.5848
H11 37.3260 10.8304 -27.8318
H12 37.5521 8.3938 -28.2829
H13 37.5141 8.7993 -30.9121
H14 38.6490 7.6267 -30.3306
H15 39.1537 9.2681 -30.8113
H16 39.8337 8.5813 -27.9789
C7 32.6438 13.6215 -26.1470
C8 33.3688 12.3466 -26.5765
C9 34.8085 12.1220 -26.1386
O3 32.5673 11.2074 -26.1839
H17 31.6457 13.5054 -26.5777
H18 33.0249 14.5031 -26.6640
H19 32.6128 13.7083 -25.0625
H20 33.3969 12.2570 -27.6684
H21 34.8490 12.0595 -25.0452
H22 35.4690 12.9567 -26.3996
H23 35.3149 11.2578 -26.5657
H24 32.3515 11.3565 -25.2473
C10 32.7058 7.5154 -27.1206
C11 33.7599 8.3723 -27.8405
C12 34.3914 7.6111 -29.0067
O4 33.1157 9.5244 -28.3495
H25 32.3789 8.0744 -26.2392
H26 33.1291 6.5633 -26.8009
H27 31.8462 7.4367 -27.7845
H28 34.5997 8.5736 -27.1611
H29 34.8903 8.3132 -29.6743
H30 33.6067 7.0951 -29.5673
H31 35.0803 6.8561 -28.6305
H32 32.8292 10.0776 -27.6048
C13 38.7913 13.0706 -24.8638
C14 40.2369 13.3302 -25.2962
C15 40.9218 12.0111 -25.6368
O5 40.1871 14.2676 -26.3503
H33 38.2668 13.9879 -24.6045
H34 38.7997 12.3129 -24.0756
H35 38.2042 12.5788 -25.6458
H36 40.7886 13.6790 -24.4115
H37 41.0744 11.3511 -24.7905
H38 41.7931 12.2172 -26.2712
H39 40.3200 11.4379 -26.3599
H40 40.9992 14.1770 -26.8654
C16 30.6569 9.9753 -21.5104
C17 30.5709 10.3418 -22.9817
C18 29.4687 11.3588 -23.2624
O6 31.8256 10.8683 -23.3937
H41 30.7260 10.8925 -20.9141
H42 31.5738 9.4073 -21.3495
H43 29.7981 9.4298 -21.1202
H44 30.2898 9.4520 -23.5468
H45 29.4329 12.2258 -22.5995
H46 28.4780 10.8975 -23.2305
H47 29.5878 11.7028 -24.2935
H48 32.0107 11.6567 -22.8698
C19 30.9018 16.0108 -28.8998
C20 29.9479 14.9300 -29.3855
C21 28.7394 14.7799 -28.4531
O7 29.5057 15.1539 -30.7084
H49 31.2861 15.8194 -27.9031
H50 30.4278 16.9999 -28.8767
H51 31.6699 16.1254 -29.6696
H52 30.5908 14.0371 -29.3708
H53 29.0383 14.5841 -27.4165
H54 28.0958 13.9913 -28.8442
H55 28.1898 15.7131 -28.3049
H56 28.8755 14.4601 -30.9245
C22 30.9909 15.9359 -22.7848
C23 29.9906 16.2206 -23.8767
C24 29.0602 15.0732 -24.2727
O8 29.2940 17.4465 -23.6853
H57 30.5969 15.9379 -21.7590
H58 31.7335 16.7370 -22.7880
H59 31.5421 14.9938 -22.8354
H60 30.6361 16.4822 -24.7272
H61 28.7374 14.6282 -23.3212
H62 29.5717 14.3057 -24.8478
H63 28.1535 15.4535 -24.7368
H64 28.5754 17.3188 -23.0524

Atom charges from the Mulliken analysis, given in e for atoms 1 to 4: -1.534, 0.734, -0.095, -0.639

***

ii | Below is 8 unconnected molecules or ions with the total composition C24H64O8, with properties calculated with ωB97M-V/def2-TZVPD.

For the HOMO energy, the calculation gives -9.23 eV. As for the SMILES: CC(C)O.CC(C)O.CC(C)O.CC(C)O.CC(C)O.CC(C)O.CC(C)O.CC(C)O. The charge is 0. Its multiplicity is 1. For the LUMO energy, the calculation gives 0.014 Eh.

Atoms and positions in Å:
C1 -5.6279 13.2861 -32.2771
C2 -6.8949 13.9904 -32.7692
C3 -6.6569 14.8450 -34.1574
O1 -7.7466 13.0514 -33.1301
H1 -4.9009 13.9229 -31.7730
H2 -5.0866 12.8954 -33.1387
H3 -5.7538 12.3555 -31.7237
H4 -7.3340 14.6151 -31.9913
H5 -7.5360 15.0346 -34.7733
H6 -5.9449 14.3764 -34.8369
H7 -6.3215 15.8276 -33.8257
H8 -8.5713 13.4883 -33.3550
C4 -9.5539 6.1054 -34.6172
C5 -8.4691 5.0740 -34.8061
C6 -9.0279 3.9109 -35.6851
O2 -7.3966 5.6796 -35.5406
H9 -9.8673 6.3377 -35.6351
H10 -9.2790 7.0813 -34.2168
H11 -10.4311 5.7058 -34.1084
H12 -8.1930 4.7951 -33.7892
H13 -9.2086 4.2370 -36.7093
H14 -9.9339 3.4774 -35.2615
H15 -8.2262 3.1743 -35.6322
H16 -6.6029 5.2761 -35.1818
C7 -7.6938 9.8659 -35.2590
C8 -6.8206 9.3923 -36.4733
C9 -5.3270 9.0156 -36.1635
O3 -7.4292 8.3554 -37.2306
H17 -7.6456 9.0739 -34.5117
H18 -8.7321 10.0049 -35.5600
H19 -7.2611 10.8381 -35.0227
H20 -6.7946 10.1889 -37.2168
H21 -4.7711 9.8947 -35.8375
H22 -4.7729 8.5658 -36.9874
H23 -5.2489 8.4439 -35.2387
H24 -7.3158 7.5635 -36.6999
C10 -1.6389 4.4383 -38.0647
C11 -2.9808 4.5647 -37.3585
C12 -3.7364 5.7451 -37.9182
O4 -3.6982 3.3696 -37.5590
H25 -0.9868 5.2904 -37.8726
H26 -1.8382 4.4525 -39.1362
H27 -0.9670 3.6040 -37.8634
H28 -2.7538 4.7300 -36.3053
H29 -3.9030 5.7020 -38.9945
H30 -3.3356 6.7260 -37.6626
H31 -4.7473 5.7386 -37.5107
H32 -4.3739 3.6126 -38.1961
C13 -2.1358 14.3580 -34.8502
C14 -2.2618 13.6109 -36.1316
C15 -3.1907 12.3453 -35.8536
O5 -2.8704 14.4677 -37.0882
H33 -1.7849 15.3766 -35.0161
H34 -1.3567 13.9884 -34.1835
H35 -3.0365 14.3906 -34.2372
H36 -1.2868 13.2972 -36.5044
H37 -2.8390 11.8947 -34.9255
H38 -3.1719 11.6552 -36.6970
H39 -4.2452 12.6087 -35.7710
H40 -2.3081 14.3200 -37.8521
C16 -2.4572 9.7056 -30.8430
C17 -3.3574 9.0075 -31.8308
C18 -4.4370 9.9243 -32.3746
O6 -2.7014 8.4997 -32.9339
H41 -1.7139 8.9914 -30.4888
H42 -3.0755 10.1485 -30.0622
H43 -1.8564 10.4298 -31.3933
H44 -3.8552 8.1324 -31.4130
H45 -4.0426 10.7821 -32.9193
H46 -5.0116 10.3462 -31.5500
H47 -5.1490 9.3660 -32.9825
H48 -1.9613 8.0139 -32.5627
C19 -5.5504 9.1837 -40.2996
C20 -6.9033 9.5891 -40.8759
C21 -7.0821 9.0823 -42.2549
O7 -7.9763 9.2121 -39.9532
H49 -5.3531 9.6884 -39.3538
H50 -4.7604 9.4802 -40.9896
H51 -5.4320 8.1087 -40.1642
H52 -7.0080 10.6733 -40.9158
H53 -6.8838 8.0105 -42.2599
H54 -6.4271 9.5100 -43.0139
H55 -8.1326 9.1662 -42.5332
H56 -7.6176 9.3511 -39.0736
C22 -10.7292 6.1062 -39.6162
C23 -10.8703 7.4643 -40.1537
C24 -10.9848 8.5576 -39.0330
O8 -9.9894 7.7677 -41.1667
H57 -9.6668 6.0297 -39.3846
H58 -10.9634 5.3369 -40.3521
H59 -11.2791 6.0741 -38.6757
H60 -11.8700 7.4708 -40.5880
H61 -10.0939 8.5016 -38.4075
H62 -11.9070 8.4935 -38.4555
H63 -10.8044 9.5386 -39.4726
H64 -9.2316 8.2306 -40.8019

Atom charges from the Mulliken analysis, given in e for atoms 1 to 4: -0.646, 0.306, -1.085, -0.485

***

Most stable to least stable, the ends of the list are i and ii.